No. 1
The following is a DFT calculation (ωB97M-V/def2-TZVPD) of a single C7H10O2 molecule at a distorted geometry.

Last columns: bonded neighbours and bond lengths (Å).
Geometry (Å):
1 C 0.39454 1.52455 -0.65112  C3 1.834, O4 1.370, H7 1.095, H8 1.090
2 C -1.89740 0.16555 -1.01342  C3 1.520, H9 1.091, H10 1.091, H11 1.088
3 C -0.87470 0.42163 0.08111  C1 1.834, C2 1.520, O5 1.246, C14 1.882
4 O 0.93132 2.23653 0.38955  C1 1.370, H6 0.981
5 O -1.25028 0.96418 1.13777  C3 1.246
6 H 0.27594 2.18456 1.11706  O4 0.981
7 H -0.25522 2.11594 -1.30385  C1 1.095
8 H 1.15781 1.01093 -1.23567  C1 1.090
9 H -2.78035 -0.32883 -0.60487  C2 1.091
10 H -1.47304 -0.47422 -1.78917  C2 1.091
11 H -2.22107 1.10584 -1.45521  C2 1.088
12 C -0.54618 -2.33313 0.34377  C14 1.352, H16 1.080, H18 1.081
13 C 2.54370 -0.45743 1.02632  C15 1.291, H17 1.085, H19 1.085
14 C 0.09161 -1.14708 0.46545  C3 1.882, C12 1.352, C15 1.322
15 C 1.33841 -0.86103 0.79919  C13 1.291, C14 1.322
16 H -1.62576 -2.36756 0.34542  C12 1.080
17 H 3.07241 0.24343 0.38903  C13 1.085
18 H -0.02273 -3.24120 0.08013  C12 1.081
19 H 3.14099 -0.76266 1.87853  C13 1.085

Its relative energy (zero: lowest compared OMol25 entry of this formula, charge and spin) is 618.7 kJ/mol. As for the net charge: 0. The total energy comes out at -422.96426 Ha. The LUMO energy (spin up / spin down) comes out at -0.02477 / -0.07310 hartree. The HOMO energy (spin up / spin down) is -8.610 / -7.809 eV.



No. 2
The following is a DFT calculation (ωB97M-V/def2-TZVPD) of a single C7H10OS molecule at a distorted geometry.

Last columns: bonded neighbours and bond lengths (Å).
Geometry (Å):
1 C 0.30650 1.33880 0.05498  C2 1.453, C5 1.526, H10 1.066, H19 1.126
2 C 1.37396 1.09874 1.01075  C1 1.453, C6 1.296, H11 1.078
3 C 0.86476 -1.03079 0.16812  C5 1.555, C6 1.511, H12 1.066, H13 1.102
4 C -1.35145 -0.27868 -1.00043  C5 1.564, C7 1.434, H14 0.999, H15 1.125
5 C 0.15474 0.03216 -0.71804  C1 1.526, C3 1.555, C4 1.564, H16 1.085
6 C 1.72307 -0.14911 1.04508  C2 1.296, C3 1.511, H17 1.174
7 C -2.23734 -0.16938 0.12207  C4 1.434, O8 1.300, S9 1.643
8 O -1.75739 -0.59522 1.25308  C7 1.300, H18 0.893
9 S -3.69486 0.55434 -0.10324  C7 1.643
10 H 0.53518 2.23253 -0.47906  C1 1.066
11 H 1.71900 1.95981 1.55900  C2 1.078
12 H 0.35224 -1.66192 0.85738  C3 1.066
13 H 1.53640 -1.69868 -0.39589  C3 1.102
14 H -1.62810 0.39450 -1.68530  C4 0.999
15 H -1.33673 -1.35605 -1.32262  C4 1.125
16 H 0.61023 0.23683 -1.68167  C5 1.085
17 H 2.50599 -0.78524 1.64477  C6 1.174
18 H -2.27682 -0.51399 1.97456  O8 0.893
19 H -0.58778 1.68270 0.64553  C1 1.126

Its relative energy (zero: lowest compared OMol25 entry of this formula, charge and spin) is 128.4 kJ/mol. Its structure (SMILES) is OC(=S)CC1CC=CC1. As for the net charge: 0. The total energy comes out at -746.08720 Ha. The LUMO energy comes out at 0.01765 hartree. The HOMO energy is -8.716 eV.



No. 3
The following is a DFT calculation (ωB97M-V/def2-TZVPD) of a single C7H10S molecule at a distorted geometry.

Last columns: bonded neighbours and bond lengths (Å).
Geometry (Å):
1 C -0.11971 2.25197 -0.83521  C2 1.494, H8 1.074, H9 1.047, H10 1.171
2 C 0.25673 1.74876 0.51991  C1 1.494, C3 1.326, H11 1.139
3 C 0.77118 0.69660 1.14108  C2 1.326, C4 1.621, H12 1.097
4 C 1.50196 -0.45886 0.27078  C3 1.621, C5 1.637, S18 1.761
5 C 0.54302 -1.77515 0.43948  C4 1.637, C6 1.378, H13 1.096, H14 0.998
6 C -0.39275 -1.66337 -0.56585  C5 1.378, C7 1.364, H15 1.161
7 C -1.71583 -1.51538 -0.26874  C6 1.364, H16 1.108, H17 1.189
8 H -1.19255 2.20125 -0.86245  C1 1.074
9 H 0.20242 1.60298 -1.59074  C1 1.047
10 H 0.36282 3.29106 -1.07592  C1 1.171
11 H -0.37734 2.34705 1.25277  C2 1.139
12 H 0.48097 0.46269 2.17277  C3 1.097
13 H -0.00740 -1.70557 1.38468  C5 1.096
14 H 1.10405 -2.60084 0.45414  C5 0.998
15 H 0.05506 -1.78337 -1.63076  C6 1.161
16 H -2.13167 -1.28698 0.73273  C7 1.108
17 H -2.48151 -1.35117 -1.16309  C7 1.189
18 S 3.14054 -0.46168 -0.37557  C4 1.761

Its relative energy (zero: lowest compared OMol25 entry of this formula, charge and spin) is 397.1 kJ/mol. Its structure (SMILES) is C=CCC(=S)/C=C\C. As for the net charge: 0. The total energy comes out at -670.75231 Ha. The LUMO energy comes out at -0.02434 hartree. The HOMO energy is -8.579 eV.



Look up the net charge of the first one. 0



net charge of number 2 (C7H10OS)? 0